[1]
{"formula": "C38H42P2Pt", "method": "ωB97M-V/def2-TZVPD", "elements": ["Pt", "C", "C", "C", "C", "C", "C", "C", "C", "C", "C", "C", "C", "H", "H", "H", "H", "H", "H", "H", "H", "H", "H", "H", "H", "H", "H", "H", "H", "H", "H", "C", "C", "P", "C", "C", "C", "C", "C", "C", "C", "C", "C", "C", "C", "C", "P", "C", "C", "C", "C", "C", "C", "C", "C", "C", "C", "C", "C", "H", "H", "H", "H", "H", "H", "H", "H", "H", "H", "H", "H", "H", "H", "H", "H", "H", "H", "H", "H", "H", "H", "H", "H"], "coordinates": [[0.5082, 0.5926, 0.2501], [1.6694, 0.5205, 3.4060], [1.8930, 1.1770, 2.0773], [2.9895, 0.7683, 1.2671], [3.9673, -0.2191, 1.8183], [3.1732, 1.3522, -0.0009], [4.2235, 0.8152, -0.9225], [2.4158, 2.4999, -0.3691], [2.7794, 3.3091, -1.5740], [1.3811, 2.9723, 0.4714], [0.6688, 4.2428, 0.1158], [1.1044, 2.3186, 1.7045], [0.1575, 2.9208, 2.7081], [2.2336, 1.0544, 4.1741], [2.0061, -0.5116, 3.4032], [0.6192, 0.5382, 3.6902], [3.5958, -1.2425, 1.7568], [4.1508, 0.0047, 2.8652], [4.9162, -0.1738, 1.2956], [5.1734, 1.3287, -0.7665], [3.9397, 0.9415, -1.9632], [4.3918, -0.2441, -0.7497], [2.0310, 3.2198, -2.3622], [3.7382, 3.0177, -1.9856], [2.8293, 4.3610, -1.3016], [1.2675, 5.0894, 0.4600], [-0.3092, 4.3030, 0.5829], [0.5336, 4.3432, -0.9584], [0.0561, 3.9909, 2.5534], [0.5217, 2.7679, 3.7213], [-0.8397, 2.4803, 2.6399], [-2.4993, -0.9150, 0.3674], [-1.5189, -1.5092, 1.3847], [0.1277, -1.7397, 0.5811], [1.1651, -2.7477, 1.6810], [0.9335, -2.8683, 3.0492], [1.7497, -3.6787, 3.8212], [2.8075, -4.3661, 3.2423], [3.0392, -4.2521, 1.8786], [2.2263, -3.4483, 1.0988], [-0.3276, -2.9333, -0.7142], [-0.3123, -2.6449, -2.0716], [-0.7846, -3.5821, -2.9776], [-1.2631, -4.8034, -2.5328], [-1.2574, -5.0981, -1.1772], [-0.7888, -4.1717, -0.2677], [-1.9089, 0.7349, -0.2912], [-1.6132, 0.5899, -2.0965], [-0.2998, 0.7333, -2.5553], [-0.0069, 0.6904, -3.9054], [-1.0337, 0.5139, -4.8205], [-2.3395, 0.3766, -4.3804], [-2.6338, 0.4287, -3.0262], [-3.4240, 1.7550, -0.2156], [-3.3455, 3.1252, 0.0099], [-4.4874, 3.9071, -0.0379], [-5.7164, 3.3300, -0.3165], [-5.8017, 1.9611, -0.5206], [-4.6676, 1.1712, -0.4652], [-3.4574, -0.7539, 0.8681], [-2.6524, -1.6074, -0.4663], [-1.9017, -2.4600, 1.7645], [-1.4153, -0.8236, 2.2333], [0.1038, -2.3497, 3.5073], [1.5577, -3.7787, 4.8791], [3.4475, -4.9869, 3.8517], [3.8537, -4.7946, 1.4251], [2.3962, -3.3759, 0.0327], [0.0749, -1.6990, -2.4218], [-0.7768, -3.3544, -4.0315], [-1.6385, -5.5268, -3.2398], [-1.6183, -6.0521, -0.8252], [-0.7625, -4.4073, 0.7875], [0.5172, 0.8947, -1.8214], [1.0069, 0.8006, -4.2593], [-0.8152, 0.4888, -5.8763], [-3.1347, 0.2444, -5.0976], [-3.6577, 0.3444, -2.6973], [-2.3894, 3.5807, 0.2234], [-4.4164, 4.9692, 0.1388], [-6.6054, 3.9400, -0.3666], [-6.7573, 1.5017, -0.7277], [-4.7634, 0.1086, -0.6300]], "atomic_forces_ev_per_a": [[-0.28, -0.55, 1.94], [0.05, 0.07, 0.12], [-0.04, 0.86, 0.03], [-1.31, -0.46, 0.43], [0.01, -0.04, -0.10], [-0.60, 1.46, -1.18], [0.10, -0.06, -0.04], [1.15, -0.89, 0.20], [-0.06, -0.11, -0.14], [-0.55, -0.53, 0.12], [-0.16, -0.11, -0.13], [0.77, -0.39, 0.45], [-0.21, -0.05, -0.05], [-0.02, -0.03, 0.12], [0.00, -0.01, 0.02], [0.00, 0.00, 0.01], [-0.03, -0.10, 0.03], [0.02, -0.03, 0.11], [0.04, 0.00, -0.04], [0.09, 0.02, -0.04], [0.01, 0.00, -0.03], [0.01, -0.04, -0.04], [-0.07, 0.00, -0.11], [0.04, 0.05, -0.02], [0.07, 0.07, -0.05], [-0.03, 0.07, 0.00], [0.04, 0.06, 0.01], [0.02, 0.02, 0.00], [0.01, 0.00, 0.07], [-0.01, 0.02, -0.01], [0.00, 0.03, 0.07], [0.11, 0.19, 0.11], [0.11, 0.02, 0.15], [-1.15, 0.55, -0.05], [0.25, 0.44, -0.20], [-0.15, 0.11, -0.13], [0.04, -0.05, 0.08], [-0.10, 0.14, -0.04], [0.05, -0.01, -0.01], [-0.10, 0.13, -0.01], [0.34, 0.35, -0.08], [0.12, 0.10, 0.07], [-0.01, -0.03, -0.05], [0.00, 0.12, -0.04], [-0.06, -0.09, 0.09], [0.06, 0.06, 0.06], [0.82, -1.72, -1.21], [0.09, 0.26, 0.19], [0.13, 0.25, 0.16], [-0.06, 0.00, -0.11], [0.04, -0.06, 0.02], [-0.12, -0.01, 0.05], [0.02, -0.08, -0.02], [0.59, 0.47, 0.57], [0.07, -0.05, -0.02], [-0.02, 0.09, -0.03], [0.12, -0.03, 0.05], [-0.06, 0.00, -0.06], [0.18, -0.16, 0.04], [0.10, -0.01, -0.11], [-0.02, 0.14, 0.02], [0.07, -0.02, -0.07], [0.06, -0.12, -0.04], [-0.05, 0.06, 0.10], [-0.03, 0.00, 0.07], [0.01, -0.06, 0.02], [0.07, -0.05, -0.07], [0.05, -0.04, -0.08], [-0.03, 0.00, -0.03], [0.02, 0.02, -0.13], [-0.01, -0.07, -0.07], [-0.03, -0.10, 0.01], [-0.06, -0.10, 0.06], [-0.41, -0.04, -0.84], [0.12, 0.03, 0.04], [0.02, 0.00, -0.12], [-0.09, -0.02, -0.04], [-0.13, 0.00, -0.04], [0.07, 0.08, 0.00], [0.01, 0.09, 0.01], [-0.05, 0.05, 0.02], [-0.04, -0.03, -0.01], [-0.02, -0.10, 0.00]], "lumo_ev": [-7.4, -7.4], "total_energy_ha": -2274.7630, "charge": 2, "homo_energy_ev": [-13.635, -13.636]}



[2]
{"formula": "C38H43CrGeN15O2S2", "method": "ωB97M-V/def2-TZVPD", "elements": ["Cr", "N", "C", "N", "N", "N", "N", "C", "N", "N", "N", "N", "H", "C", "O", "C", "C", "C", "C", "C", "C", "N", "N", "C", "C", "C", "C", "O", "C", "N", "C", "C", "C", "C", "H", "H", "H", "H", "H", "H", "H", "H", "H", "H", "H", "H", "S", "C", "N", "C", "C", "C", "N", "H", "H", "H", "H", "H", "H", "H", "H", "N", "S", "C", "C", "C", "C", "C", "C", "C", "C", "C", "C", "C", "C", "H", "H", "H", "H", "H", "H", "H", "H", "H", "H", "H", "C", "Ge", "C", "C", "C", "H", "H", "H", "H", "H", "H", "H", "H", "H", "H", "H"], "coordinates": [[0.5736, 0.4560, 2.3338], [1.9938, 1.9923, 5.0664], [0.7386, 1.4350, 5.2047], [0.0217, 1.4833, 6.3096], [-1.0986, 0.7802, 6.0145], [-1.0493, 0.3433, 4.8026], [0.1278, 0.7418, 4.2576], [2.6328, 2.1064, 3.8533], [3.7991, 2.7011, 3.6946], [4.0728, 2.5507, 2.3801], [3.1309, 1.9043, 1.7906], [2.1774, 1.5955, 2.7118], [2.3233, 2.5709, 5.8163], [-3.8023, -1.5841, -5.9674], [-3.5925, -0.5682, -5.0035], [-4.1874, -0.7328, -3.7883], [-4.0499, 0.3240, -2.8910], [-4.6068, 0.2490, -1.6297], [-5.3452, -0.8769, -1.2376], [-5.4736, -1.9165, -2.1425], [-4.8921, -1.8634, -3.4072], [-6.1930, -0.9128, -0.0770], [-5.9217, -0.3434, 0.9969], [-4.6250, 0.1082, 1.3371], [-4.5600, 1.3219, 1.9993], [-3.3637, 1.9708, 2.2954], [-2.1442, 1.3360, 2.0427], [-0.9964, 1.8677, 2.1710], [-2.2199, -0.0506, 1.6203], [-1.0319, -0.7010, 1.6767], [-0.9632, -1.9165, 1.1845], [-2.0838, -2.5745, 0.6607], [-3.3057, -1.9559, 0.6691], [-3.4133, -0.6360, 1.1558], [-3.3010, -1.2558, -6.8736], [-4.8657, -1.7253, -6.1738], [-3.3739, -2.5380, -5.6478], [-3.5080, 1.2093, -3.2047], [-4.5138, 1.0901, -0.9545], [-6.0521, -2.7873, -1.8538], [-5.0177, -2.6986, -4.0814], [-5.5055, 1.8154, 2.2048], [-3.3629, 2.9540, 2.7491], [0.0015, -2.4000, 1.2288], [-1.9706, -3.5821, 0.2830], [-4.1806, -2.4839, 0.3178], [0.9320, 4.8981, 1.7653], [0.1291, 4.3173, 0.4279], [0.7747, 3.8117, -0.6633], [0.1637, 3.5440, -1.9667], [-1.2708, 4.0291, -2.0019], [-1.9318, 3.6277, -0.6997], [-1.2279, 4.3122, 0.3662], [1.7806, 3.8444, -0.5829], [0.1669, 2.4730, -2.1697], [0.7518, 4.0293, -2.7466], [-1.7830, 3.5977, -2.8631], [-1.3002, 5.1175, -2.0874], [-1.8985, 2.5359, -0.5735], [-2.9773, 3.9337, -0.6761], [-1.6476, 4.3168, 1.2818], [1.1069, 0.4393, 0.2960], [2.2095, -0.5374, -0.2843], [3.5728, 0.3465, -1.0546], [4.7417, 0.4722, -0.3192], [5.7939, 1.2126, -0.8365], [5.6731, 1.8164, -2.0798], [4.4987, 1.6820, -2.8117], [3.4417, 0.9455, -2.2990], [1.5562, -1.3039, -1.7770], [2.3744, -2.1125, -2.5557], [1.8428, -2.7323, -3.6747], [0.5003, -2.5520, -3.9984], [-0.3108, -1.7622, -3.1968], [0.2175, -1.1355, -2.0725], [1.0799, 1.3540, -0.1572], [4.8120, 0.0244, 0.6641], [6.6965, 1.3371, -0.2518], [6.4952, 2.3977, -2.4809], [4.4021, 2.1570, -3.7815], [2.5321, 0.8358, -2.8688], [3.4214, -2.2434, -2.2980], [2.4739, -3.3561, -4.2962], [0.0888, -3.0427, -4.8736], [-1.3567, -1.6308, -3.4357], [-0.4019, -0.5258, -1.4216], [3.2484, -3.7636, 4.0751], [2.6118, -2.7837, 2.4836], [1.6798, -4.1734, 1.4249], [4.3001, -2.3939, 1.5418], [1.5498, -1.2820, 3.1149], [3.7524, -4.6891, 3.7742], [2.4183, -4.0194, 4.7396], [3.9593, -3.1503, 4.6365], [2.1891, -5.1262, 1.5933], [1.6912, -3.9651, 0.3487], [0.6402, -4.2876, 1.7461], [4.9762, -3.2463, 1.6616], [4.7773, -1.5212, 2.0017], [4.1718, -2.2046, 0.4735], [2.1820, -0.8985, 3.9226], [0.7066, -1.7732, 3.6220]], "atomic_forces_ev_per_a": [[0.37, -0.38, 0.15], [-0.09, -0.06, -0.12], [0.13, -0.01, 0.05], [-0.24, -0.06, 0.19], [0.27, 0.09, -0.21], [0.21, 0.11, 0.18], [-0.52, -0.15, 0.20], [-0.12, -0.05, 0.10], [0.20, 0.09, -0.19], [-0.13, -0.06, 0.12], [0.00, 0.01, 0.21], [0.24, 0.31, -0.14], [0.03, 0.05, 0.04], [0.05, 0.07, 0.06], [0.02, -0.07, -0.24], [0.04, -0.04, 0.11], [0.01, 0.07, 0.16], [-0.15, 0.08, 0.00], [0.11, 0.17, -0.04], [-0.01, -0.14, -0.02], [-0.03, -0.10, 0.09], [-0.07, 0.14, -0.19], [0.25, -0.24, 0.11], [0.13, -0.01, -0.11], [-0.06, 0.15, -0.13], [-0.17, 0.01, -0.04], [-0.11, -0.08, 0.05], [0.41, 0.08, -0.35], [0.08, 0.30, -0.05], [-0.66, -0.18, -0.30], [0.02, -0.12, 0.17], [0.02, -0.06, 0.01], [0.04, -0.03, 0.03], [-0.17, -0.01, 0.22], [0.01, 0.03, 0.01], [-0.04, 0.02, 0.01], [0.02, -0.01, 0.03], [-0.01, -0.05, 0.01], [0.04, -0.02, -0.02], [-0.04, 0.07, -0.03], [0.00, -0.01, 0.02], [0.06, -0.03, 0.04], [0.01, -0.03, 0.01], [-0.02, 0.03, -0.02], [-0.01, 0.00, 0.00], [0.01, -0.01, 0.03], [0.08, -0.06, -0.20], [-0.06, -0.10, 0.06], [-0.03, 0.10, 0.04], [0.17, 0.08, 0.13], [0.00, 0.07, 0.00], [-0.06, -0.03, 0.08], [-0.06, -0.09, -0.01], [-0.04, 0.04, -0.03], [0.10, -0.25, -0.02], [0.07, 0.01, -0.02], [0.00, 0.00, 0.01], [-0.03, -0.01, -0.03], [0.01, 0.00, 0.02], [-0.02, 0.00, 0.04], [-0.03, 0.08, 0.05], [0.04, 0.23, -0.16], [0.05, 0.00, 0.00], [-0.10, 0.07, 0.16], [-0.03, 0.03, 0.18], [0.01, 0.03, -0.04], [0.00, -0.03, 0.00], [0.00, 0.04, -0.02], [0.10, 0.11, -0.01], [-0.12, 0.14, 0.10], [0.08, -0.06, -0.03], [-0.03, 0.01, 0.04], [-0.01, -0.03, 0.00], [0.07, -0.04, 0.00], [-0.13, -0.01, -0.07], [-0.01, -0.11, -0.02], [0.00, 0.16, -0.17], [-0.04, -0.01, -0.02], [-0.04, -0.01, 0.02], [0.01, -0.03, 0.05], [-0.14, -0.01, -0.07], [-0.08, 0.02, -0.03], [-0.02, 0.02, 0.03], [0.01, 0.05, 0.05], [-0.09, 0.02, -0.03], [0.05, -0.02, -0.03], [0.00, -0.09, 0.04], [0.14, -0.09, 0.17], [-0.07, 0.03, -0.11], [0.13, -0.01, 0.02], [-0.03, -0.10, -0.56], [-0.03, 0.09, 0.05], [0.07, 0.03, -0.04], [-0.07, -0.04, -0.02], [-0.01, 0.06, -0.06], [-0.04, 0.00, 0.09], [0.12, -0.08, -0.01], [-0.05, 0.05, 0.00], [-0.04, -0.13, -0.06], [0.08, -0.08, 0.16], [-0.02, 0.13, 0.02], [0.00, 0.04, 0.05]], "lumo_ev": [1.8, 1.8], "de_lowest_kcal_mol": 18.8, "spin_multiplicity": 4, "total_energy_ha": -6363.4745, "s2": 3.79, "charge": -1, "homo_energy_ev": [-4.845, -4.888]}



Question: What is the formula in the first record?
Answer: C38H42P2Pt